Formula: C16H24DyN4O8
Source: OMol25
Level of theory: the ωB97M-V functional and the def2-TZVPD basis

Each line ends with the Mulliken charge.
Atoms and positions in Å:
1 Dy 0.233 -0.214 0.678  1.08
2 O -3.715 -0.575 2.502  -0.77
3 C -2.864 -0.654 1.632  0.36
4 O -1.598 -0.772 1.761  -0.50
5 C -3.307 -0.696 0.169  -0.88
6 N -2.347 -0.103 -0.778  1.12
7 C -2.654 1.309 -1.011  -1.41
8 C -2.023 2.246 0.010  -1.07
9 N -0.553 2.271 -0.047  1.44
10 C -0.060 2.833 -1.309  -1.44
11 C 1.318 2.304 -1.648  -1.27
12 N 1.352 0.848 -1.788  1.30
13 C 0.684 0.405 -3.000  -0.67
14 C 0.511 -1.111 -3.042  -2.11
15 N 0.060 -1.696 -1.770  1.18
16 C -1.352 -2.091 -1.833  -1.14
17 C -2.286 -0.905 -2.001  -1.43
18 C 0.871 -2.877 -1.427  -0.64
19 C 0.708 -3.323 0.029  0.37
20 O 0.649 -4.518 0.269  -0.75
21 O 0.696 -2.353 0.873  -0.61
22 C 2.747 0.408 -1.737  -0.83
23 C 3.308 0.445 -0.309  0.35
24 O 4.504 0.642 -0.159  -0.77
25 O 2.424 0.227 0.590  -0.56
26 C -0.037 3.097 1.062  -0.85
27 C -0.035 2.411 2.428  0.35
28 O -0.263 3.097 3.411  -0.76
29 O 0.281 1.168 2.389  -0.57
30 H -4.294 -0.233 0.067  0.30
31 H -3.416 -1.758 -0.062  0.48
32 H -3.739 1.480 -0.995  0.45
33 H -2.322 1.572 -2.015  0.58
34 H -2.312 1.944 1.020  0.48
35 H -2.428 3.258 -0.144  0.47
36 H -0.021 3.929 -1.247  0.38
37 H -0.753 2.604 -2.114  0.43
38 H 2.016 2.570 -0.853  0.60
39 H 1.683 2.795 -2.566  0.31
40 H 1.237 0.721 -3.901  0.42
41 H -0.292 0.888 -3.049  0.31
42 H 1.457 -1.575 -3.321  0.61
43 H -0.188 -1.358 -3.851  0.44
44 H -1.596 -2.620 -0.909  0.54
45 H -1.509 -2.800 -2.661  0.44
46 H -3.282 -1.272 -2.286  0.40
47 H -1.944 -0.280 -2.826  0.55
48 H 1.924 -2.612 -1.546  0.44
49 H 0.650 -3.723 -2.089  0.32
50 H 3.386 1.010 -2.397  0.33
51 H 2.816 -0.628 -2.070  0.41
52 H -0.589 4.041 1.133  0.31
53 H 1.010 3.328 0.856  0.45

Values from the calculation:
net charge: -1
strongest force on any atom: 0.0106 Eh/bohr
⟨S²⟩: 9.3363
2S+1: 6
highest occupied orbital energy (spin up / spin down): -6.5 / -6.5 eV